{
  "formula": "C10H10N2",
  "method": "ωB97M-V/def2-TZVPD",
  "e_tot_ev": -13502.147,
  "largest_force_ev_per_a": 16.2,
  "lumo_energy_ha": 0.0315,
  "homo_ev": -8.5,
  "species": ["C", "C", "C", "C", "C", "C", "C", "C", "C", "C", "H", "H", "H", "H", "H", "H", "H", "H", "H", "H", "N", "N"],
  "coordinates": [[-3.594, 1.100, 0.918], [-2.581, -0.971, 0.296], [-1.224, -1.408, -0.045], [-0.526, -0.241, 0.059], [1.016, -0.069, -0.154], [1.547, 1.126, -0.341], [2.913, 1.291, -0.734], [3.754, 0.123, -0.533], [3.128, -1.140, -0.325], [1.871, -1.153, -0.253], [-3.492, 1.870, 0.003], [-4.363, 0.569, 0.957], [-3.192, 1.584, 1.506], [-3.363, -1.737, 0.558], [-1.218, -2.170, -0.430], [0.506, 1.975, -0.385], [3.069, 2.138, -0.958], [4.785, 0.102, -0.800], [3.677, -1.909, -0.524], [0.996, -2.056, 0.272], [-2.433, 0.222, 0.526], [-1.276, 0.754, 0.387]],
  "forces_ev_per_angstrom": [[3.54, -2.00, -14.40], [2.57, -8.89, -1.21], [-4.29, 13.16, 6.82], [5.40, -1.47, -1.28], [-2.50, -1.13, 0.22], [-2.45, 4.58, -1.66], [-2.91, -13.07, 5.16], [-2.34, 1.92, -1.51], [3.84, 5.58, -0.64], [-11.15, -4.00, 4.12], [-1.39, -1.60, 1.64], [-6.74, -3.89, 0.89], [5.40, 8.42, 11.90], [0.32, 1.75, -0.56], [1.84, -14.55, -6.90], [4.10, -1.81, 0.08], [3.61, 11.24, -3.20], [0.68, 0.37, -0.01], [3.30, -4.89, -0.26], [3.63, 1.34, -2.22], [-5.31, 6.47, 2.46], [0.86, 2.48, 0.57]],
  "lowdin_charge": [0.12, -0.06, 0.02, -0.26, -0.22, -0.05, 0.00, 0.00, -0.12, -0.09, 0.17, 0.02, -0.05, 0.16, -0.04, 0.19, -0.02, 0.08, 0.05, 0.20, -0.23, 0.12]
}

=====

{
  "formula": "C10H10N2",
  "method": "ωB97M-V/def2-TZVPD",
  "e_tot_ev": -13511.653,
  "largest_force_ev_per_a": 2.9,
  "lumo_energy_ha": -0.0008,
  "homo_ev": -8.9,
  "smiles": "Cc1cc2nccnc2cc1C",
  "species": ["C", "C", "C", "C", "N", "C", "C", "N", "C", "C", "C", "C", "H", "H", "H", "H", "H", "H", "H", "H", "H", "H"],
  "coordinates": [[2.366, 1.546, -0.034], [1.126, 0.651, -0.048], [-0.067, 1.342, -0.045], [-1.299, 0.663, -0.052], [-2.447, 1.415, -0.049], [-3.554, 0.760, 0.142], [-3.603, -0.763, 0.023], [-2.475, -1.463, -0.167], [-1.313, -0.741, -0.068], [-0.074, -1.475, -0.064], [1.151, -0.782, 0.010], [2.545, -1.438, 0.076], [3.133, 1.247, -0.797], [2.019, 2.586, -0.349], [3.018, 1.570, 0.934], [-0.121, 2.419, -0.130], [-4.525, 1.254, 0.353], [-4.613, -1.216, -0.094], [0.026, -2.610, 0.098], [3.103, -1.252, -0.817], [2.512, -2.594, 0.137], [3.092, -1.119, 0.940]],
  "forces_ev_per_angstrom": [[1.33, 0.46, -0.19], [0.26, 0.85, 0.64], [-0.09, -0.74, -0.56], [0.12, 0.05, -0.27], [-0.69, -0.28, 0.97], [-0.41, -2.71, -0.39], [1.60, 1.71, -0.64], [-2.39, 1.25, 0.80], [0.59, -1.26, -0.32], [1.84, -0.30, 1.10], [-0.45, -0.11, -0.41], [-1.73, -2.37, 0.12], [-0.79, 0.07, 0.42], [0.73, -1.25, 0.80], [-1.63, 0.02, -1.38], [0.16, 0.04, 0.20], [0.85, 0.03, -0.43], [1.04, 0.00, 0.31], [-0.83, 1.88, -0.62], [0.44, 0.46, -0.55], [-0.32, 1.80, -0.01], [0.36, 0.40, 0.41]],
  "lowdin_charge": [-0.07, -0.23, 0.01, -0.23, 0.10, -0.10, -0.07, 0.10, -0.24, 0.04, -0.21, -0.05, 0.08, 0.09, 0.11, 0.11, 0.10, 0.10, 0.14, 0.06, 0.10, 0.06]
}

=====

{
  "formula": "C10H10N2",
  "method": "ωB97M-V/def2-TZVPD",
  "e_tot_ev": -13511.376,
  "largest_force_ev_per_a": 4.2,
  "lumo_energy_ha": 0.0326,
  "homo_ev": -7.0,
  "smiles": "Nc1cccc2cccc(N)c12",
  "species": ["N", "C", "C", "C", "C", "C", "C", "C", "C", "C", "N", "C", "H", "H", "H", "H", "H", "H", "H", "H", "H", "H"],
  "coordinates": [[2.012, 1.815, -0.206], [1.491, 0.579, -0.005], [2.388, -0.480, 0.088], [1.974, -1.817, 0.033], [0.597, -2.099, -0.010], [-0.388, -1.156, -0.030], [-1.738, -1.688, 0.045], [-2.773, -0.707, -0.028], [-2.362, 0.686, 0.043], [-1.029, 1.115, -0.024], [-0.594, 2.477, 0.149], [0.076, 0.187, -0.127], [2.902, 2.110, 0.118], [1.371, 2.555, -0.496], [3.439, -0.226, 0.246], [2.775, -2.610, 0.146], [0.432, -3.125, 0.039], [-1.825, -2.756, -0.038], [-3.814, -0.963, -0.321], [-3.212, 1.428, -0.039], [-1.235, 3.231, -0.184], [-0.168, 2.585, 1.009]],
  "forces_ev_per_angstrom": [[-1.44, 1.95, -0.56], [-0.72, -2.51, -1.07], [0.21, -0.14, 0.41], [-0.33, 0.17, 0.68], [4.11, -0.97, 0.05], [0.27, -0.60, 0.18], [-1.02, 4.01, -0.93], [2.17, -0.98, -0.54], [-0.65, 0.17, -1.10], [0.01, 0.25, 0.40], [-2.55, 0.16, -3.15], [-1.59, 1.28, 1.28], [0.58, -0.37, 0.19], [0.41, -0.56, 0.44], [-0.17, -0.17, -0.28], [-1.34, 0.85, -0.31], [-1.01, -1.63, -0.01], [-0.38, -0.10, 0.11], [0.75, 0.20, 0.84], [1.30, -0.64, 0.40], [0.69, -1.14, 1.03], [0.72, 0.76, 1.94]],
  "lowdin_charge": [0.09, -0.25, -0.07, -0.07, -0.09, -0.20, -0.01, -0.07, -0.06, -0.24, 0.05, -0.04, 0.09, 0.08, 0.11, 0.12, 0.08, 0.10, 0.10, 0.11, 0.11, 0.06]
}

=====

{
  "formula": "C10H10N2O",
  "method": "ωB97M-V/def2-TZVPD",
  "e_tot_ev": -15557.339,
  "largest_force_ev_per_a": 4.0,
  "lumo_energy_ha": 0.0238,
  "homo_ev": -8.2,
  "smiles": "C=C(c1ccco1)c1nccn1C",
  "species": ["C", "C", "C", "C", "C", "C", "O", "C", "N", "C", "C", "N", "C", "H", "H", "H", "H", "H", "H", "H", "H", "H", "H"],
  "coordinates": [[1.032, 0.513, 2.275], [0.479, -0.024, 1.172], [-0.908, -0.288, 1.036], [-1.627, -0.838, 0.062], [-2.977, -0.827, 0.477], [-2.958, -0.193, 1.696], [-1.738, 0.134, 2.049], [1.240, -0.357, -0.127], [2.442, -0.959, -0.048], [2.998, -0.794, -1.308], [2.065, -0.084, -2.076], [0.976, 0.223, -1.322], [0.023, 1.236, -1.523], [2.056, 0.551, 2.189], [0.448, 0.489, 3.169], [-1.370, -1.201, -0.949], [-3.772, -1.198, -0.004], [-3.787, -0.008, 2.393], [3.956, -1.301, -1.346], [2.230, 0.480, -3.016], [0.285, 1.931, -2.349], [-0.893, 0.703, -1.902], [-0.202, 1.812, -0.548]],
  "forces_ev_per_angstrom": [[-1.66, -1.84, -1.66], [0.69, 0.14, -1.44], [-0.05, 0.64, 1.11], [-1.03, -1.21, -2.18], [2.19, 1.94, 2.77], [-2.53, -1.07, -0.67], [1.30, 0.10, 0.18], [1.29, 0.26, 3.54], [-1.82, 0.80, -1.03], [-2.01, 0.08, 1.20], [2.50, 0.66, -1.77], [2.29, -1.24, 1.36], [-2.62, 1.15, -0.54], [2.31, 0.63, 0.61], [0.05, 0.60, 0.49], [0.43, 0.15, 1.08], [-2.77, -1.20, -1.65], [0.73, 0.07, -0.34], [-0.08, 0.52, -1.23], [-0.28, -0.86, 0.54], [0.30, -0.40, 0.75], [0.39, 1.03, 0.60], [0.37, -0.96, -1.72]],
  "lowdin_charge": [0.12, -0.17, -0.28, -0.04, -0.03, -0.12, 0.06, -0.27, 0.10, -0.11, -0.09, -0.12, -0.04, 0.04, 0.07, 0.14, 0.06, 0.13, 0.09, 0.12, 0.10, 0.09, 0.14]
}

=====

Values for frontier orbital gap, eV, ordered as above
9.39 8.85 7.90 8.80
Values for energy relative to the best compared isomer or geometry (same formula, charge and spin), kcal/mol, ordered as above
252.5 33.3 39.6 65.2